Below is an isolated ion of composition C5H15N2 and charge +1 at a distorted geometry, with properties calculated with ωB97M-V with the def2-TZVPD basis set.

```
22
Properties=species:S:1:pos:R:3:mulliken_charge:R:1
H -0.08 2.65 -0.89 0.401
C -0.55 -0.47 0.17 -1.182
H 0.23 -1.52 2.81 0.364
C 0.85 -1.00 0.60 0.445
H 0.48 0.72 -1.25 0.366
C -0.78 2.03 -0.32 -1.005
H -0.97 0.09 1.00 0.353
H 1.39 -2.47 2.05 0.370
C 0.50 -1.89 1.81 -1.473
H 1.58 0.55 1.72 0.229
H -1.20 -1.27 -0.14 0.473
H -2.06 -0.30 -2.13 0.327
N -0.47 0.62 -0.88 0.224
C -1.26 0.45 -2.14 -0.846
H -0.36 -2.53 1.60 0.422
H -0.35 2.24 0.66 0.369
H 1.15 -1.60 -0.25 0.380
N 1.69 0.15 0.80 -0.524
H -1.72 1.41 -2.38 0.346
H -0.66 0.18 -3.00 0.339
H -1.82 2.19 -0.55 0.389
H 2.69 0.06 0.65 0.233
```

## Properties
SMILES: C[C@H](N)C[NH+](C)C
Energy relative to the best compared isomer or geometry (same formula, charge and spin) in kJ/mol: 136.0
Total charge: +1

***

Below is a 2-piece molecular cluster, C5H15N2 overall, with properties calculated with ωB97M-V with the def2-TZVPD basis set.

```
22
Properties=species:S:1:pos:R:3:mulliken_charge:R:1
H -2.20 0.94 2.01 0.322
H -1.22 -0.54 2.06 0.193
H -1.18 -1.10 -1.13 0.406
C 0.19 -0.68 -2.63 -0.910
H -1.39 0.48 3.50 0.318
H 1.22 1.85 -1.00 0.353
H 0.05 -3.17 -1.57 0.379
H 0.03 -2.67 0.14 0.319
C 1.17 1.45 0.00 -1.048
C 0.38 -2.42 -0.86 -0.885
C 0.02 1.56 0.69 0.052
H -0.88 1.91 0.19 0.399
N -0.15 1.31 2.03 -0.251
H -0.24 0.30 -2.83 0.348
H 1.47 -2.36 -0.87 0.361
C -1.30 0.49 2.42 -0.769
H 2.10 1.22 0.50 0.268
H -0.18 -1.42 -3.34 0.377
H 1.27 -0.62 -2.70 0.391
N -0.16 -1.09 -1.25 0.024
H 0.71 1.02 2.48 0.264
H 0.20 -0.35 -0.60 0.091
```

## Properties
Energy relative to the best compared isomer or geometry (same formula, charge and spin) in kJ/mol: 129.5
Total charge: +1

***

Below is an isolated ion of composition C5H15N2 and charge +1 at a distorted geometry, with properties calculated with ωB97M-V with the def2-TZVPD basis set.

```
22
Properties=species:S:1:pos:R:3:mulliken_charge:R:1
H -0.45 1.48 -2.27 0.369
H 1.03 -1.07 0.00 0.365
N -1.03 1.16 -1.49 -0.226
N 0.55 -1.17 2.54 -0.612
C 0.83 -0.05 -0.34 -0.638
H -1.55 -1.29 -2.58 0.455
C -0.55 -1.17 -2.16 -1.459
H 0.11 -0.84 -2.96 0.370
H -1.33 -0.47 -0.27 0.295
H -2.01 1.12 -1.79 0.390
C -0.55 -0.21 -0.99 -0.007
C 0.81 0.82 0.91 -0.664
H -0.34 -2.16 -1.75 0.387
C 0.16 0.22 2.14 -0.588
H -0.92 0.12 1.95 0.200
H 1.88 1.05 1.08 0.330
H 1.51 0.33 -1.10 0.348
H 1.56 -1.30 2.43 0.233
H 0.44 1.85 0.86 0.459
H -0.95 1.82 -0.71 0.309
H 0.48 -1.15 3.55 0.285
H 0.33 0.91 2.96 0.398
```

## Properties
SMILES: C[C@H]([NH3+])CCCN
Energy relative to the best compared isomer or geometry (same formula, charge and spin) in kJ/mol: 69.6
Total charge: +1

***

no.,E_LUMO (eV),HOMO (eV),gap between HOMO and LUMO (eV)
1,-2.7,-13.63,10.9
2,-3.1,-12.25,9.2
3,-3.5,-12.88,9.4